(1)
Entry from OMol25: 9 unconnected molecules or ions with the total composition C38H68BBr2N3O24 at a distorted geometry (ωB97M-V with the def2-TZVPD basis set).

Summary:
largest force on an atom: 6.57 eV/A
HOMO energy: -8.6 eV
orbital gap: 7.52 eV

Element x y z (Å)
C: 3.933 -4.329 5.893
C: 3.749 -3.134 6.882
C: 2.306 -2.669 7.210
N: 2.222 -1.123 7.578
C: 2.722 -0.164 6.480
C: 3.078 -0.804 8.894
C: 2.223 -1.356 10.046
C: 0.755 -0.912 9.629
C: 0.796 -0.839 8.098
H: 3.384 -5.219 6.199
H: 4.975 -4.648 5.886
H: 3.779 -4.076 4.844
H: 4.599 -2.509 6.612
H: 4.071 -3.641 7.792
H: 1.966 -3.292 8.037
H: 1.675 -2.747 6.325
H: 2.185 -0.422 5.568
H: 3.808 -0.256 6.467
H: 2.540 0.890 6.689
H: 3.051 0.264 9.109
H: 4.142 -1.040 8.900
H: 2.469 -0.822 10.965
H: 2.180 -2.445 10.031
H: 0.499 0.091 9.970
H: 0.028 -1.561 10.118
H: 0.599 0.145 7.672
H: 0.130 -1.472 7.512
O: -0.048 -1.923 1.728
C: -0.007 -1.678 0.533
O: -0.890 -0.943 -0.135
B: -0.418 -0.755 -1.531
O: 0.860 -1.571 -1.646
C: 1.208 -1.998 -0.440
O: 2.273 -2.442 -0.008
O: -0.178 0.623 -1.831
C: -1.043 0.940 -2.766
O: -1.256 2.047 -3.332
C: -1.759 -0.300 -3.292
O: -1.428 -1.226 -2.517
O: -2.467 -0.313 -4.290
C: -6.034 -3.173 -0.639
O: -5.434 -4.242 0.073
C: -4.713 -5.297 -0.579
C: -4.640 -6.569 0.253
N: -4.443 -6.305 1.734
C: -3.186 -5.702 2.182
C: -3.286 -5.668 3.739
O: -4.410 -4.867 4.118
C: -5.475 -5.570 4.777
H: -6.441 -2.467 0.085
H: -6.619 -3.543 -1.480
H: -5.209 -2.597 -1.058
H: -3.663 -5.056 -0.747
H: -5.098 -5.524 -1.573
H: -3.783 -7.133 -0.117
H: -5.581 -7.035 -0.039
H: -5.015 -5.497 1.939
H: -3.134 -4.695 1.770
H: -2.271 -6.285 2.076
H: -2.405 -5.348 4.296
H: -3.556 -6.667 4.081
H: -6.018 -4.687 5.114
H: -5.132 -6.231 5.574
H: -6.195 -6.099 4.152
C: 7.873 -1.987 0.900
O: 7.684 -0.542 0.935
C: 7.351 0.041 2.213
C: 6.519 1.311 1.968
N: 5.117 0.845 1.744
C: 4.190 1.817 1.125
C: 3.952 3.125 1.988
O: 2.629 3.730 1.859
C: 1.775 3.448 2.905
H: 8.342 -2.248 -0.048
H: 6.907 -2.489 0.943
H: 8.445 -2.221 1.798
H: 8.252 0.393 2.717
H: 6.955 -0.492 3.078
H: 6.861 1.916 1.128
H: 6.660 2.060 2.747
H: 5.111 0.074 1.092
H: 3.227 1.361 0.896
H: 4.487 2.165 0.136
H: 4.847 3.707 1.767
H: 4.146 2.959 3.047
H: 1.935 4.089 3.773
H: 1.922 2.406 3.190
H: 0.741 3.459 2.560
Br: -5.551 4.296 -2.459
C: -5.316 5.475 -3.927
C: -5.652 4.795 -5.167
Br: -7.570 4.459 -5.352
H: -4.258 5.730 -4.000
H: -5.878 6.406 -3.850
H: -5.113 3.879 -5.406
H: -5.451 5.526 -5.950
C: 0.080 6.731 -1.642
C: -1.071 7.310 -0.840
O: -0.451 8.523 -0.527
C: 0.455 8.886 -1.427
O: 0.895 9.977 -1.597
O: 0.919 7.825 -2.018
H: -0.262 6.373 -2.613
H: 0.589 5.951 -1.076
H: -1.307 6.624 -0.026
H: -1.943 7.602 -1.425
C: -0.402 0.799 -8.931
C: -0.575 -0.226 -10.031
O: -0.406 0.657 -11.150
C: 0.172 1.766 -10.813
O: 0.691 2.613 -11.580
O: 0.294 1.811 -9.552
H: 0.242 0.460 -8.119
H: -1.348 1.060 -8.457
H: -1.616 -0.548 -10.000
H: 0.152 -1.038 -9.997
C: 4.138 5.367 -4.841
C: 3.328 4.073 -5.033
O: 4.446 3.208 -4.712
C: 5.579 3.662 -5.002
O: 6.635 3.069 -4.862
O: 5.436 5.011 -5.235
H: 4.254 5.477 -3.763
H: 3.851 6.205 -5.476
H: 2.927 4.093 -6.047
H: 2.512 3.973 -4.318
C: -7.565 -0.780 -7.091
C: -6.640 -1.921 -7.056
O: -6.066 -1.740 -8.384
C: -6.911 -1.075 -9.219
O: -6.941 -1.167 -10.436
O: -7.796 -0.482 -8.439
H: -6.956 0.000 -6.635
H: -8.310 -1.111 -6.368
H: -7.222 -2.839 -6.971
H: -5.920 -1.797 -6.248

(2)
Entry from OMol25: a molecular structure, C25H38CoN4O2Sb2 (ωB97M-V with the def2-TZVPD basis set).

Summary:
largest force on an atom: 0.40 eV/A
total charge: +2
spin multiplicity: 2
HOMO energy (spin up / spin down): -13.3 / -13.4 eV
orbital gap (spin up / spin down): 7.35 / 8.04 eV
energy above the lowest of the compared OMol25 structures with the same formula, charge and spin: 0.0 kJ/mol

Element x y z (Å)
Co: 0.255 0.313 -0.153
C: -1.116 3.336 -2.640
Sb: -1.231 2.316 -0.777
C: -0.688 3.875 0.562
C: -3.363 2.239 -0.468
C: -3.688 2.649 0.935
C: -3.929 3.995 1.206
C: -4.164 4.442 2.495
C: -4.162 3.535 3.545
C: -3.951 2.191 3.286
C: -3.721 1.725 1.992
C: -3.573 0.251 1.768
Sb: -1.562 -0.455 1.522
C: -0.816 -0.219 3.492
C: -1.959 -2.536 1.426
H: -1.549 4.326 -2.504
H: -1.684 2.797 -3.395
H: -0.084 3.435 -2.971
H: -1.342 4.734 0.431
H: 0.342 4.168 0.355
H: -0.772 3.514 1.586
H: -3.707 1.237 -0.719
H: -3.796 2.929 -1.191
H: -3.946 4.703 0.385
H: -4.361 5.490 2.678
H: -4.353 3.868 4.556
H: -3.998 1.479 4.102
H: -4.146 -0.097 0.907
H: -3.945 -0.297 2.634
H: -1.436 -0.775 4.193
H: -0.831 0.838 3.757
H: 0.207 -0.589 3.533
H: -2.515 -2.826 2.317
H: -1.025 -3.091 1.384
H: -2.557 -2.764 0.545
C: 2.793 -2.925 0.962
C: 1.936 -2.184 -0.014
O: 0.982 -1.485 0.382
N: 2.213 -2.308 -1.312
C: 1.465 -1.605 -2.348
C: 1.984 -0.199 -2.520
C: 2.849 0.118 -3.555
C: 3.378 1.396 -3.633
C: 3.034 2.317 -2.656
C: 2.156 1.930 -1.663
N: 1.624 0.703 -1.594
H: 2.195 -3.204 1.825
H: 3.585 -2.254 1.299
H: 3.251 -3.811 0.527
H: 2.997 -2.879 -1.585
H: 0.409 -1.602 -2.071
H: 1.565 -2.163 -3.276
H: 3.102 -0.634 -4.290
H: 4.051 1.664 -4.436
H: 3.430 3.322 -2.663
H: 1.866 2.619 -0.880
N: 1.346 1.311 1.322
C: 1.860 1.896 2.181
N: 2.427 2.558 3.145
C: 2.339 4.028 3.222
C: 2.209 4.422 4.685
O: 3.270 3.875 5.435
C: 3.233 2.465 5.435
C: 3.428 1.927 4.026
H: 1.476 4.363 2.647
H: 3.249 4.461 2.799
H: 1.245 4.076 5.080
H: 2.264 5.504 4.787
H: 2.278 2.109 5.842
H: 4.040 2.122 6.080
H: 3.293 0.846 3.997
H: 4.428 2.177 3.664